Molecular formula: C69H75F2N9O33S3
Method: DFT, ωB97M-V/def2-TZVPD

Calculated values
Total charge ... 0
Largest force on an atom ... 4.58 eV Å⁻¹
HOMO-LUMO gap ... 0.32014 Ha

Atoms and positions in Å:
1 S -17.632935 28.456240 -18.793377
2 S -15.693820 25.666579 -29.709960
3 S -1.971237 22.901926 -19.178442
4 F -12.246878 11.750958 -20.927510
5 F -21.901839 21.553665 -17.090343
6 O -7.554325 15.676924 -7.737293
7 O -14.344007 12.512838 -21.486901
8 O -5.051431 13.315893 -16.937948
9 O -18.307423 29.366565 -19.702812
10 O -15.370023 14.526003 -20.903210
11 O -15.690396 8.896872 -14.964468
12 O -21.681223 18.548890 -17.464303
13 O -14.411821 25.353701 -30.405688
14 O -22.072594 17.849217 -15.339657
15 O -22.672545 17.421023 -6.165171
16 O -8.290986 17.707824 -7.693272
17 O -2.122313 21.507713 -19.582850
18 O -14.834081 19.878431 -16.919533
19 O -5.870151 18.954006 -23.703797
20 O -9.710426 27.424799 -13.564939
21 O -3.584280 26.503788 -28.084678
22 O -3.072307 23.724165 -18.585776
23 O -6.528213 16.962053 -23.468179
24 O -16.532784 27.500687 -19.577897
25 O -13.211213 14.403766 -21.498348
26 O -21.203384 19.918862 -15.818762
27 O -14.010611 20.903992 -15.244872
28 O -1.342243 18.418426 -10.091026
29 O -5.206942 25.167109 -28.533564
30 O -8.052917 26.969549 -14.877004
31 O -3.138803 19.503220 -9.349609
32 O -17.120793 28.921887 -17.481950
33 O -21.048376 16.218346 -5.476418
34 O -0.539983 23.030265 -18.243679
35 O -6.110935 11.433464 -16.185971
36 O -16.987980 25.170537 -30.307135
37 O -15.609908 25.197380 -28.154572
38 O -16.421140 9.588896 -16.941413
39 N -13.950396 20.610160 -16.453423
40 N -16.266268 9.717593 -15.703555
41 N -2.500478 18.853567 -10.217524
42 N -6.069292 12.567652 -16.678606
43 N -8.307710 16.569173 -8.120429
44 N -21.511004 17.045793 -6.281832
45 N -8.583718 26.968834 -13.743848
46 N -4.657430 25.956435 -27.824914
47 N -5.649365 17.761553 -23.740754
48 C -20.972124 19.687868 -18.021770
49 C -11.319573 15.741231 -11.085085
50 C -14.292528 25.102810 -27.617021
51 C -5.313027 26.149612 -26.465748
52 C -20.410913 18.899841 -9.323115
53 C -6.098333 25.225142 -11.536399
54 C -15.317529 27.246485 -18.836892
55 C -12.452302 13.560635 -22.268061
56 C -6.860389 25.052387 -10.412931
57 C -3.369559 18.089060 -24.731782
58 C 1.368558 24.002571 -17.266936
59 C -11.331303 17.020459 -10.437395
60 C -16.415829 11.412655 -13.854157
61 C -18.726853 27.089273 -18.425245
62 C -6.574775 25.607322 -26.234937
63 C -5.296651 27.062906 -24.278401
64 C -4.124517 15.903489 -24.050581
65 C -9.481112 14.996574 -9.823375
66 C -8.587730 15.256957 -17.681762
67 C -4.937601 19.211119 -13.055588
68 C -13.049687 12.203035 -21.917558
69 C -19.042127 18.609959 -9.385940
70 C -2.270443 18.376033 -12.639566
71 C -9.804714 13.411217 -16.602833
72 C -6.527659 26.385846 -23.977554
73 C -9.780705 14.671769 -17.203557
74 C -2.874793 15.306589 -24.359806
75 C -7.400131 14.545999 -17.551718
76 C -14.432345 13.875960 -21.331561
77 C 0.000035 24.304963 -17.919409
78 C -9.399961 16.205124 -9.134928
79 C -4.323918 17.268929 -24.136811
80 C -20.605319 17.556976 -7.398489
81 C -8.575491 12.812438 -16.383291
82 C -7.374455 13.279321 -16.905849
83 C -21.206240 18.376697 -8.401437
84 C -19.230826 17.212310 -7.461817
85 C -17.215845 12.060968 -15.967762
86 C -2.844003 18.461519 -13.979899
87 C -4.129511 18.845522 -14.162644
88 C -21.730680 18.709888 -16.151247
89 C -18.468464 17.801338 -8.409908
90 C -14.441890 26.462055 -19.757952
91 C -2.134033 17.527313 -25.085994
92 C -4.365022 19.151262 -11.746572
93 C -16.662254 11.085924 -15.179563
94 C -12.755384 21.002435 -17.238337
95 C -15.802096 27.412357 -29.435951
96 C -1.328264 23.674666 -20.796537
97 C -6.584065 25.936078 -12.655578
98 C -20.936757 20.689978 -16.961802
99 C -4.622319 26.960066 -25.520870
100 C -7.177985 25.677133 -24.974169
101 C -7.940375 26.353317 -12.596454
102 C -10.409762 14.729842 -10.824674
103 C -8.171387 25.524992 -10.358448
104 C -16.859302 12.555637 -13.265834
105 C -12.647446 20.720522 -18.629962
106 C -14.353745 24.322940 -26.353661
107 C -1.914482 16.147776 -24.856510
108 C -3.036804 18.758865 -11.577325
109 C -8.672141 26.094715 -11.473531
110 C -10.514007 21.884322 -18.619185
111 C -11.466204 21.079307 -19.269785
112 C -11.724132 21.660297 -16.601110
113 C -10.624742 22.148530 -17.231231
114 C -17.515064 13.458431 -14.081115
115 C -10.359440 17.217453 -9.454914
116 C -17.720073 13.234957 -15.413633
117 H -8.603199 11.847466 -15.899064
118 H -20.896913 19.524908 -10.057609
119 H -2.261434 18.223483 -14.857594
120 H -15.977740 27.954316 -30.365207
121 H -4.960292 19.484359 -10.909255
122 H -12.358964 13.732280 -23.340399
123 H -22.276119 18.514374 -8.348416
124 H -12.063591 15.531041 -11.839175
125 H -10.749948 15.113567 -17.381789
126 H -9.692296 22.077781 -19.292821
127 H -20.021833 21.231692 -16.721900
128 H -1.226647 18.119040 -12.535417
129 H -5.966951 25.984666 -13.540578
130 H -0.568711 24.789751 -17.125927
131 H -19.953875 19.447961 -18.327889
132 H -19.591204 27.537747 -17.935480
133 H -0.967506 15.740610 -25.178752
134 H -17.328538 11.861546 -17.023182
135 H -5.953962 19.548025 -13.196683
136 H 2.094684 23.472446 -17.883220
137 H -13.102440 11.529001 -22.772553
138 H 1.251444 23.299252 -16.442484
139 H -2.004468 23.452231 -21.621985
140 H -8.835953 14.180860 -9.532185
141 H -9.814091 22.605271 -16.682923
142 H -8.642239 25.435930 -9.390587
143 H -14.788251 24.917534 -25.550072
144 H -3.690029 19.081827 -25.011262
145 H -15.721082 26.566204 -18.086919
146 H -4.754139 27.629590 -23.536139
147 H -7.107294 24.917965 -26.873390
148 H -14.842932 27.680435 -28.992963
149 H -3.637509 27.374923 -25.677228
150 H -6.486978 24.410214 -9.628986
151 H -4.939335 15.299054 -23.680269
152 H -21.449270 19.890275 -18.980662
153 H -18.462850 19.186137 -10.092247
154 H -13.561504 26.313052 -19.132794
155 H -4.549121 18.899484 -15.156331
156 H -17.997305 14.381189 -13.794123
157 H -17.390597 17.749388 -8.366161
158 H -14.977079 23.431807 -26.427393
159 H -5.097812 24.818990 -11.516484
160 H -8.130097 25.243010 -24.706949
161 H -14.040881 27.048695 -20.584478
162 H -10.788871 13.128458 -16.259481
163 H -18.182192 26.431552 -17.747864
164 H -19.067966 26.559852 -19.314883
165 H -13.561974 24.561120 -28.217829
166 H -11.485201 13.651187 -21.773448
167 H -0.359823 23.207166 -20.974504
168 H -10.248203 18.207739 -9.038565
169 H -13.381932 23.918947 -26.070001
170 H -16.662331 12.795103 -12.231305
171 H -18.889644 16.494585 -6.730474
172 H -13.859702 26.086504 -27.435133
173 H -16.696608 27.483380 -28.817157
174 H -13.355596 20.102692 -19.162109
175 H -10.515644 13.752367 -11.271597
176 H -7.011519 26.497168 -23.018450
177 H -11.337252 20.893514 -20.325821
178 H -1.455165 18.087855 -25.711561
179 H 0.140781 24.881547 -18.833649
180 H -12.106486 17.714085 -10.727843
181 H 1.880913 24.893845 -16.904690
182 H -1.189705 24.742150 -20.625093
183 H -11.849827 21.936867 -15.564725
184 H -14.935222 28.234581 -18.580739
185 H -8.633017 16.177691 -18.244439
186 H -18.156366 14.014594 -16.020445
187 H -9.702725 26.413165 -11.419741
188 H -15.920402 10.703825 -13.207230
189 H -14.901579 25.484867 -19.905900
190 H -6.506370 14.931011 -18.020076
191 H -2.749530 14.238472 -24.260721

Atomic forces in eV per Å
S -0.59 -0.62 1.19
S -0.71 -1.79 -3.25
S 0.13 1.54 -1.22
F -0.47 -1.19 0.74
F -2.24 2.33 -0.42
O -0.82 0.70 -0.80
O -0.41 0.35 -0.11
O -2.68 -3.31 0.91
O 1.45 -1.09 0.87
O 1.76 -2.13 -1.40
O -1.61 1.79 -1.30
O 0.49 0.55 -0.75
O -2.84 0.60 1.78
O 0.65 2.67 -2.25
O 1.19 0.45 -1.13
O -0.12 -0.42 -0.52
O 0.07 1.74 1.72
O 1.54 1.19 -0.87
O 0.94 0.49 -0.26
O 0.91 -0.25 0.10
O -1.23 -0.14 0.66
O 2.96 -2.27 -1.22
O 0.52 -0.62 -0.04
O -1.36 2.32 -0.21
O -1.64 1.88 -0.60
O -0.17 -0.39 0.93
O 0.91 0.47 -1.80
O -2.05 0.55 0.48
O -0.55 -0.57 -1.04
O -0.14 -0.24 2.39
O 1.42 -1.90 -1.89
O -0.45 -0.69 -2.94
O 0.29 1.19 -1.54
O -2.50 -1.22 -1.30
O 0.75 2.28 -1.23
O 3.76 1.36 2.24
O -0.12 -0.07 -1.50
O 0.11 -0.23 2.70
N -1.49 -1.58 2.21
N 1.32 0.20 -1.57
N 1.50 1.20 1.18
N 0.89 1.77 0.22
N -0.39 -1.13 0.27
N -0.01 -1.44 1.39
N -1.12 0.52 -2.31
N 0.88 0.15 1.21
N -1.26 0.37 0.09
C 0.52 -1.90 -2.35
C -0.56 0.86 -0.23
C 1.37 -0.50 0.33
C 0.85 1.41 -0.14
C 1.28 0.74 -2.44
C 0.23 0.74 -1.01
C -1.21 -0.12 -0.95
C 1.91 -1.16 0.28
C -0.57 -0.55 0.23
C 0.17 -0.22 -0.16
C 0.20 -0.51 -0.09
C 1.02 -2.70 -0.09
C 0.54 -2.06 0.88
C -0.32 0.55 0.17
C -0.21 -1.13 0.60
C 0.16 -0.67 -0.40
C 0.60 -0.82 0.65
C 1.15 -0.74 1.02
C -0.73 -1.28 0.31
C 1.77 -0.54 1.24
C 0.63 1.01 -1.25
C -0.60 0.84 0.74
C -0.12 0.27 -2.58
C 0.74 2.35 -0.28
C 1.28 1.25 -0.84
C 0.27 -0.20 -0.55
C -1.76 1.22 0.21
C 0.34 -0.70 -0.03
C -1.68 1.57 2.59
C 1.43 -0.25 0.77
C -1.23 1.28 -1.02
C 0.45 -0.93 -0.49
C -0.40 0.15 -0.78
C 0.06 -2.07 0.04
C -0.75 1.57 -0.13
C -0.83 -2.36 3.82
C -3.05 -0.51 1.88
C -0.84 -0.44 -1.54
C 1.60 -0.56 2.12
C -1.70 0.68 0.85
C -0.13 -2.55 2.76
C 1.06 1.09 -1.51
C 1.08 0.23 1.30
C -1.45 -0.63 0.04
C -1.21 0.46 -1.98
C 0.42 -0.16 1.04
C -0.17 -0.19 -1.86
C -0.32 -0.46 -0.27
C -0.13 -0.09 1.65
C -0.95 -0.72 0.70
C 0.91 -0.58 1.82
C -2.48 -1.60 0.61
C 1.10 1.06 0.44
C 2.73 -0.89 -0.65
C -0.48 1.48 1.11
C 2.10 -0.90 1.12
C -0.16 1.17 -0.30
C 0.24 -0.63 1.33
C -0.69 -0.48 1.28
C 0.86 0.85 -0.63
C -1.58 0.24 0.13
C -2.44 1.34 0.26
C -0.34 -1.30 0.08
C -0.50 1.36 0.70
C -1.20 0.69 1.68
C 1.14 -0.52 -2.52
C -1.15 1.13 0.04
C 0.77 0.10 -0.31
C 1.11 -0.77 -0.56
H 0.37 -0.11 0.20
H 0.33 0.17 -0.28
H 0.31 -0.13 0.19
H 0.17 -0.29 -0.05
H 0.14 -0.13 0.13
H -0.50 0.56 0.02
H 0.01 0.27 -0.03
H -0.22 0.17 -0.10
H 0.07 0.49 -0.03
H 0.51 0.70 0.64
H 0.24 -0.16 -0.56
H -0.08 -0.10 0.16
H -0.21 0.42 -0.10
H -0.49 0.25 -0.53
H 0.13 -0.68 0.40
H 0.04 -0.14 0.16
H 0.15 -0.06 0.04
H -0.07 0.00 -0.10
H -0.02 -0.04 0.08
H -0.26 0.19 -0.63
H 0.03 -0.43 0.47
H -0.35 0.28 0.27
H -0.18 0.03 0.41
H 0.39 0.11 0.08
H -0.16 0.28 -0.02
H -0.74 -0.01 -0.34
H 0.19 -0.06 0.21
H 0.38 0.25 0.19
H 1.02 0.49 1.00
H -0.34 0.05 0.37
H 0.49 0.38 -0.89
H -0.34 0.28 0.23
H -0.18 0.05 -0.24
H 0.17 0.29 0.32
H 0.00 -0.04 0.02
H -0.36 0.70 0.42
H 0.30 -0.34 -0.11
H 0.32 -0.48 0.00
H 0.01 0.01 -0.10
H 0.37 0.12 0.98
H 0.08 -0.47 -0.13
H -0.17 0.06 -0.39
H 0.11 0.04 -0.34
H -0.03 -0.28 -0.52
H -0.66 -0.39 -0.42
H 0.34 -0.87 0.21
H -0.14 0.04 -0.03
H 0.31 0.22 -0.06
H -0.58 0.20 -0.88
H 0.39 -0.45 -0.73
H -0.13 -0.10 0.12
H -0.03 -0.09 0.41
H 0.16 0.46 0.07
H -0.02 -0.22 0.05
H 0.35 0.20 0.12
H -0.22 0.24 -0.07
H 0.34 0.43 0.30
H -0.36 0.16 0.21
H 0.25 0.07 -0.09
H 0.27 0.04 0.19
H -0.03 -0.24 0.00
H 0.24 0.10 0.34
H -0.24 0.33 0.22
H 0.26 0.30 0.24
H -0.31 0.14 0.03
H -0.21 -0.07 -0.19
H -0.11 -0.38 0.21
H 0.30 -0.53 0.74
H 0.17 0.10 0.13
H -0.15 -0.21 -0.15
H -0.07 0.17 -0.35
H 0.12 -0.30 -0.17
H 0.22 0.20 -0.80
H 0.14 -0.02 0.21
H 0.12 0.06 0.01